H8INSi3 | the ωB97M-V functional and the def2-TZVPD basis

Calculated values
ΔE to the lowest compared entry with this formula, charge and spin in kJ/mol: 14.10
Frontier orbital gap in eV: 9.95
2S+1: 1

```
13
Properties=species:S:1:pos:R:3:forces:R:3
N -0.046 -0.006 -0.005 0.6 -1.1 -0.6
Si -1.467 0.879 0.475 2.0 0.3 -0.3
Si -0.096 -0.888 -1.504 -1.3 -2.3 1.5
Si 1.490 0.002 0.762 -1.2 -0.3 1.3
I 1.227 0.991 3.016 0.1 -0.1 0.0
H -1.967 0.305 1.706 -0.7 -0.1 0.3
H -2.126 0.688 -0.822 -1.1 0.6 0.4
H -0.760 2.166 0.743 -1.1 0.3 0.0
H 1.171 -1.007 -2.175 0.7 0.5 -0.5
H -0.324 -2.412 -1.103 0.0 1.3 -0.6
H -1.284 -0.401 -2.240 0.4 -0.1 -0.4
H 2.029 -1.372 1.070 0.1 0.7 -0.6
H 2.153 1.055 0.075 1.3 0.3 -0.5
```
Positions in Å, forces in eV/Å.